Here is a molecular structure, C45H30BBaClF17O5PS from OMol25. Energies are from ωB97M-V/def2-TZVPD.

Each line ends with the Mulliken charge.
Geometry (Å):
O (2.362, 2.353, 1.342)  -0.75
C (-3.209, -1.347, -0.723)  -0.90
O (-3.633, 2.592, 3.013)  -0.63
H (1.599, 1.339, -5.400)  0.52
H (2.909, -3.214, -4.045)  0.40
C (-3.731, -0.074, -0.511)  0.73
C (1.952, -1.405, -3.415)  0.14
H (2.840, -7.501, -2.165)  0.35
F (2.157, 2.889, 4.538)  -0.25
H (-5.045, 5.020, 6.651)  0.35
F (0.845, 6.880, -0.695)  -0.29
F (-2.640, 4.751, -1.431)  -0.22
H (-2.782, 5.953, 6.851)  0.37
C (-4.492, 0.240, 0.748)  -1.45
F (-1.114, 4.662, -3.622)  -0.28
C (0.906, 5.532, -0.620)  0.18
C (-2.544, -1.668, -1.903)  1.07
H (3.826, -1.620, 2.505)  0.48
F (-1.725, 5.619, 0.318)  -0.24
H (4.567, -5.875, -1.455)  0.40
H (-1.818, -0.906, -3.770)  0.21
P (1.440, -1.981, -1.734)  1.34
H (4.007, -3.486, -1.249)  0.38
H (-1.406, -3.381, -1.284)  -0.12
C (2.938, 2.234, 3.661)  0.53
C (1.598, -0.127, -3.849)  -0.16
C (2.926, -1.769, -5.615)  -0.84
C (1.308, -6.009, -2.356)  -0.69
F (-2.672, -4.533, 2.318)  -0.31
H (-4.023, -0.226, 1.615)  0.34
F (-0.594, -6.072, 6.232)  -0.34
C (3.844, -0.509, -1.188)  -0.48
H (5.648, 0.541, -0.713)  0.37
H (-1.839, 1.428, -4.381)  0.18
C (4.874, -0.520, 0.985)  -0.62
H (-2.444, 2.638, -3.249)  0.02
F (0.888, 5.210, 0.674)  -0.13
H (-3.299, -2.101, 0.053)  0.46
C (-4.279, 4.719, 5.946)  -0.47
F (2.100, 5.165, -1.111)  -0.26
C (2.117, 1.780, 2.419)  1.29
F (3.956, 3.052, 3.348)  -0.28
C (2.810, -1.315, -0.712)  -0.01
C (-2.029, -3.063, -2.124)  -1.28
C (2.809, -1.702, 0.630)  0.77
C (-0.013, 4.977, -2.917)  0.44
F (3.473, 1.182, 4.314)  -0.26
C (-3.590, 3.449, 4.066)  0.32
C (-2.664, 1.678, -3.713)  -1.27
H (-4.525, 1.310, 0.938)  0.21
H (-0.983, 5.281, 5.247)  0.50
Ba (-0.146, 1.722, 0.602)  0.21
F (0.324, 6.237, -3.271)  -0.29
C (-2.310, 3.980, 4.179)  0.83
C (0.694, -4.938, 4.589)  -0.23
F (-1.755, 6.721, -1.545)  -0.29
H (-5.589, 3.382, 4.842)  0.43
F (0.967, 4.178, -3.345)  -0.24
B (-2.331, 2.557, 2.398)  0.07
H (-5.517, -0.138, 0.676)  0.40
C (0.992, -4.665, -2.227)  -0.23
C (2.566, -0.489, -6.010)  -0.62
H (-2.858, -3.772, -2.195)  0.47
C (-1.538, -4.638, 3.031)  0.05
C (1.897, 0.336, -5.122)  -0.79
H (3.448, -2.425, -6.300)  0.39
F (-2.814, -5.769, 4.677)  -0.33
C (3.847, -1.319, 1.466)  -0.58
C (3.248, -4.190, -1.569)  -0.23
C (-4.596, 3.803, 4.939)  -0.88
O (-1.530, 3.465, 3.196)  0.44
H (-0.025, -4.330, -2.395)  -0.09
C (-3.545, 0.896, -1.494)  -0.44
F (1.973, -3.840, 2.996)  -0.25
H (-1.450, -3.123, -3.048)  0.32
O (1.254, 0.912, 2.646)  -0.88
C (-1.606, 5.488, -1.007)  0.20
C (-1.986, 4.881, 5.169)  -1.09
C (-2.858, 0.611, -2.669)  0.87
C (3.564, -5.537, -1.686)  -0.71
H (3.859, -0.193, -2.224)  0.36
H (0.539, -6.717, -2.640)  0.41
C (-1.632, -5.282, 4.249)  -0.02
C (-0.251, 4.800, -1.380)  0.90
O (-0.281, 3.518, -1.031)  0.21
C (0.765, -4.296, 3.368)  0.10
H (1.995, -2.312, 1.012)  -0.66
H (5.664, -0.192, 1.650)  0.34
S (-0.230, -3.341, 0.983)  -0.06
Cl (0.720, 0.965, -2.818)  0.45
C (4.865, -0.107, -0.340)  -0.69
C (-2.369, -0.677, -2.862)  -0.41
C (-0.340, -4.116, 2.522)  0.12
C (2.620, -2.214, -4.338)  -0.23
C (1.960, -3.739, -1.846)  0.43
H (-3.925, 1.900, -1.331)  0.23
C (2.596, -6.448, -2.085)  -0.52
F (1.795, -5.087, 5.349)  -0.33
H (2.800, -0.132, -7.005)  0.36
H (-3.566, 1.798, -4.320)  0.44
C (-0.511, -5.440, 5.043)  0.75
C (-2.999, 5.247, 6.058)  -0.49

Values from the calculation:
Relative energy (zero: lowest compared OMol25 entry of this formula, charge and spin): 34.63 kJ/mol
E: -5057.14616 Eh
E_LUMO: 3.8 eV
Charge: -2
Kohn-Sham gap: 6.198 eV
Maximum force: 0.018 hartree/bohr